# 1
54
Properties=species:S:1:pos:R:3:lowdin_charge:R:1 method="wB97M-V/def2-TZVPD" de_lowest_kj_mol=152.2 e_lumo_ha=-0.2319 charge=+2
Ir 0.5768 0.1073 -0.1367 1.44
C 3.2950 -1.1875 0.2264 -0.14
N 2.6675 0.0784 -0.1596 -0.13
C 3.2306 1.2293 0.0244 -0.06
C 2.4017 2.3438 -0.0819 -0.32
C 2.5938 3.7202 0.0133 -0.01
C 1.3216 4.2947 0.0052 -0.06
C 0.4009 3.2497 -0.0881 -0.13
N 1.0500 2.0777 -0.1732 -0.13
C 2.3213 -1.8639 1.1595 -0.25
C 2.4795 -1.8316 2.5363 -0.02
C 1.5533 -2.4620 3.3550 -0.03
C 0.4634 -3.1314 2.8020 -0.05
C 0.2719 -3.1247 1.4335 -0.07
C 1.1829 -2.4658 0.6052 -0.13
H 4.2586 -1.0182 0.7058 0.13
H 3.4320 -1.8129 -0.6580 0.13
H 4.2758 1.3217 0.3069 0.15
H 3.5455 4.2218 0.0844 0.12
H 1.0718 5.3400 0.0746 0.11
H -0.6765 3.3111 -0.0714 0.12
H 3.3333 -1.3332 2.9786 0.13
H 1.6889 -2.4416 4.4280 0.12
H -0.2254 -3.6630 3.4449 0.12
H -0.5654 -3.6584 1.0014 0.12
H 1.1104 -2.5986 -0.4741 0.11
N 0.5150 1.3359 -5.8130 0.21
C -0.0616 0.4535 -4.7384 -0.12
C 0.5741 0.7368 -3.3749 -0.22
N -0.0767 -0.0255 -2.3095 -0.04
H 0.0933 1.1184 -6.7202 0.19
H 1.5268 1.2090 -5.9026 0.18
H 0.3402 2.3260 -5.6204 0.18
H 0.1091 -0.5808 -5.0336 0.14
H -1.1357 0.6318 -4.7025 0.15
H 0.4962 1.7980 -3.1288 0.13
H 1.6328 0.4719 -3.3878 0.13
H -0.0719 -1.0241 -2.5036 0.11
H -1.0573 0.2319 -2.1882 0.09
O -3.0161 -0.8626 -1.1045 0.10
C -2.6378 -0.6996 0.0304 -0.39
N -1.3157 -0.4498 0.3849 -0.05
C -1.2042 -0.2431 1.7068 -0.44
O -0.0738 0.1011 2.1098 0.02
C -2.5121 -0.4006 2.3605 -0.09
C -2.9301 -0.2648 3.6661 0.03
C -4.2967 -0.3919 3.9134 -0.03
C -5.1913 -0.6498 2.8814 -0.03
C -4.7575 -0.7999 1.5626 0.02
C -3.4105 -0.6690 1.3200 -0.08
H -2.2316 -0.0523 4.4642 0.13
H -4.6656 -0.2716 4.9227 0.12
H -6.2478 -0.7215 3.1019 0.12
H -5.4527 -1.0100 0.7610 0.13

---

# 2
6
Properties=species:S:1:pos:R:3:lowdin_charge:R:1 method="wB97M-V/def2-TZVPD" de_lowest_kj_mol=126.0 e_lumo_ha=-0.0742
N 0.6601 -0.3798 0.2027 -0.65
N -0.6155 0.1425 0.1976 -0.95
Cl 1.7594 0.3476 1.3316 0.56
Br -0.8491 1.8633 -0.8159 0.38
I -2.1633 -1.3220 -0.3486 0.63
H 1.2084 -0.6516 -0.5673 0.04

---

# 3
10
Properties=species:S:1:pos:R:3:lowdin_charge:R:1 method="wB97M-V/def2-TZVPD" de_lowest_kj_mol=233.4 smiles="FC=C(F)F.C#CF" e_lumo_ha=0.0259
F -1.1445 -1.0976 0.2160 0.01
C -1.0513 0.0769 -0.4606 -0.08
C -1.8069 1.0846 -0.0835 -0.39
F -1.6916 2.2762 -0.6220 0.13
F -2.5058 1.2069 1.0343 0.15
H -0.4022 0.0748 -1.4597 0.18
C 2.1218 -1.5586 0.2659 0.11
C 2.1770 -0.3559 0.3760 -0.27
F 2.2657 0.8822 0.5267 0.15
H 2.0377 -2.5895 0.2069 0.01

---

# 4
17
Properties=species:S:1:pos:R:3:lowdin_charge:R:1 method="wB97M-V/def2-TZVPD" de_lowest_kj_mol=160.2 smiles=C1C[C@H](C2CC2)O1 e_lumo_ha=0.0430
C -0.2626 -1.5747 1.3030 -0.18
C -0.6249 -1.5912 -0.1763 -0.09
C -0.9782 -0.1049 0.0164 -0.29
C -0.0884 0.8966 -0.6942 -0.26
C 0.2863 2.2472 -0.1529 -0.11
C 1.3286 1.1697 -0.2908 -0.11
O -0.8214 -0.2490 1.4503 -0.09
H -0.7364 -2.4178 1.8294 0.11
H 0.7890 -1.5629 1.6099 0.11
H -1.5347 -2.1746 -0.3292 0.11
H 0.1492 -1.9005 -0.8789 0.11
H -2.0211 0.1518 -0.2177 0.14
H -0.2796 0.8722 -1.7680 0.14
H -0.0352 2.5120 0.8495 0.10
H 0.3249 3.0843 -0.8483 0.10
H 2.0818 1.2687 -1.0684 0.10
H 1.6804 0.7068 0.6262 0.10

---

# 5
66
Properties=species:S:1:pos:R:3:lowdin_charge:R:1 method="wB97M-V/def2-TZVPD" de_lowest_kj_mol=102.6 e_lumo_ha=0.0792 charge=-1
Cd -0.0039 -0.5919 0.3634 1.31
Cl 6.2964 0.4679 2.5801 0.62
C 4.9325 -0.2721 1.8089 -0.70
C 3.6649 -0.0609 2.3202 -0.06
C 2.5535 -0.6348 1.7076 -0.24
N 1.2529 -0.4473 2.1174 -0.03
C 0.8623 -0.0452 3.3183 -0.52
O 1.5253 0.2147 4.3293 0.00
C -0.6447 0.0548 3.4093 -0.20
C -1.2244 0.2716 4.6630 0.00
C -2.5934 0.4137 4.7581 -0.06
C -3.3501 0.3567 3.5928 -0.07
C -2.6940 0.1278 2.3955 -0.16
N -1.3832 -0.0335 2.3009 0.02
C 2.7371 -1.4302 0.5334 -0.23
C 4.0266 -1.6377 0.0466 -0.03
C 5.1108 -1.0646 0.6832 -0.69
Cl 6.7000 -1.3539 0.0677 0.64
N 1.6004 -1.9098 -0.0600 -0.03
C 1.5359 -2.9582 -0.8699 -0.50
O 2.4017 -3.7860 -1.1536 0.02
C 0.1287 -3.1542 -1.4054 -0.18
C -0.0766 -4.0107 -2.4899 0.01
C -1.3620 -4.2471 -2.9355 -0.06
C -2.4176 -3.6282 -2.2764 -0.08
C -2.1203 -2.7741 -1.2281 -0.20
N -0.8883 -2.5366 -0.8029 0.03
H 3.5308 0.5463 3.2019 0.10
H -0.5691 0.3267 5.5204 0.11
H -3.0733 0.5733 5.7140 0.10
H -4.4215 0.4835 3.6211 0.10
H -3.2434 0.0785 1.4606 0.08
H 4.1674 -2.2321 -0.8423 0.11
H 0.7874 -4.4561 -2.9572 0.12
H -1.5476 -4.8918 -3.7848 0.10
H -3.4409 -3.7935 -2.5817 0.10
H -2.9095 -2.2460 -0.7042 0.09
C 2.0081 2.7075 0.2052 -0.25
P 0.2584 2.1728 0.3318 0.81
C -0.3332 3.4125 1.5796 -0.27
C -0.4525 2.9207 -1.2140 -0.42
C -1.8885 2.4514 -1.4290 -0.43
P -2.0483 0.5938 -1.4166 0.81
C -3.9062 0.5064 -1.5251 -0.30
C -1.7066 0.2098 -3.1823 -0.25
H 2.0882 3.7786 0.0145 0.04
H 2.4903 2.1487 -0.5941 0.04
H 2.5064 2.4613 1.1426 0.04
H -0.0339 4.4238 1.3034 0.03
H 0.1051 3.1589 2.5429 0.03
H -1.4175 3.3649 1.6701 0.02
H 0.1763 2.6006 -2.0447 0.06
H -0.4144 4.0144 -1.1552 0.08
H -2.2794 2.8397 -2.3769 0.08
H -2.5236 2.8228 -0.6162 0.07
H -4.2882 1.2111 -2.2617 0.03
H -4.3641 0.7197 -0.5615 0.02
H -4.1869 -0.5005 -1.8282 0.02
H -2.3440 0.8033 -3.8392 0.05
H -1.8930 -0.8505 -3.3516 0.03
H -0.6627 0.4058 -3.4058 0.02
F 1.5525 -0.7437 -3.6397 0.15
B 1.8894 0.3677 -2.9088 -1.37
F 1.0583 0.3697 -1.7235 -0.05
F 3.1981 0.3877 -2.5352 0.17
F 1.5608 1.5219 -3.6025 0.12

---

# 6
25
Properties=species:S:1:pos:R:3:lowdin_charge:R:1 method="wB97M-V/def2-TZVPD" de_lowest_kj_mol=407.6 e_lumo_ha="-0.1758 / -0.1759" charge=+1
C 1.4124 2.5040 0.7714 -0.01
C 0.2431 1.2801 0.2696 -0.36
C -0.2945 3.7163 -0.0502 -0.47
C -0.1423 -2.4881 -0.0696 -0.09
C -0.3059 -1.1056 -0.1007 -0.03
C -0.9963 -3.2872 -0.7275 -0.05
C 0.5102 -0.1139 0.4114 -0.29
C -1.0814 4.9070 -0.4327 -0.04
C -1.0024 -4.7772 -0.6399 -0.05
C 1.8272 -0.5674 0.9612 -0.05
O 0.9116 3.6285 0.4883 0.02
S -1.0429 2.1421 -0.3113 1.22
H 2.4920 2.4176 0.5852 0.14
H 0.5889 -2.9030 0.5130 0.08
H -1.1810 -0.8930 -0.5430 0.08
H -1.7909 -2.7164 -1.1201 0.10
H -1.6890 5.4346 0.2474 0.08
H -1.9160 4.7255 -1.1377 0.11
H -0.3986 5.6531 -0.7042 0.08
H -0.0275 -5.0556 -0.4022 0.06
H -1.4663 -5.1275 0.2214 0.07
H -1.4105 -5.3903 -1.5044 0.12
H 2.3595 0.1525 1.6271 0.09
H 2.5542 -0.5029 0.2159 0.07
H 1.8464 -1.6331 1.4316 0.12

---

# 7
61
Properties=species:S:1:pos:R:3:lowdin_charge:R:1 method="wB97M-V/def2-TZVPD" de_lowest_kj_mol=0.0 multiplicity=7 e_lumo_ha="-0.1265 / -0.1264" charge=+1
C 0.8091 2.8027 2.8265 -0.26
C 1.1422 2.8509 1.4328 -0.24
C -0.0782 2.7919 0.6816 -0.23
H 2.1470 2.9335 1.0219 0.09
C -1.1632 2.7037 1.6133 -0.23
C -0.6182 2.7129 2.9351 -0.25
H -1.1865 2.6988 3.8655 0.09
H 1.5116 2.8381 3.6598 0.08
H -0.1696 2.8648 -0.4015 0.09
H -2.2242 2.7020 1.3639 0.09
Eu 0.2245 0.3360 1.9328 1.61
C -0.5682 -1.1603 -1.8546 -0.25
H -1.5630 -0.7785 -1.6348 0.06
H 0.0382 -0.9950 -0.9297 0.04
H 0.1875 -0.3066 -2.3822 0.01
Si -0.2825 -0.7961 -3.7468 0.58
C 1.4104 -0.7952 -4.4833 -0.30
C 2.2110 0.3632 -4.4564 -0.10
H 1.8278 1.2771 -3.9991 0.10
C 3.4895 0.3471 -5.0297 -0.08
H 4.1046 1.2519 -5.0032 0.11
C 3.9653 -0.8187 -5.6448 -0.08
H 4.9719 -0.8343 -6.0744 0.11
C 3.1522 -1.9617 -5.7181 -0.08
H 3.5147 -2.8536 -6.2374 0.11
C 1.8817 -1.9498 -5.1330 -0.10
H 1.2313 -2.8259 -5.1874 0.09
C -1.4573 0.4236 -4.4445 -0.28
C -1.1689 0.9363 -5.7205 -0.09
H -0.2983 0.5717 -6.2667 0.10
C -1.9773 1.9221 -6.2925 -0.07
H -1.7349 2.3278 -7.2765 0.11
C -3.0997 2.3991 -5.5986 -0.08
H -3.7110 3.2037 -6.0231 0.11
C -3.4384 1.8354 -4.3590 -0.08
H -4.3321 2.1807 -3.8331 0.11
C -2.6341 0.8369 -3.7929 -0.10
H -2.9190 0.3831 -2.8451 0.08
H -0.5243 -2.2524 -1.8969 0.02
H -0.9042 -2.1881 -3.7850 0.03
N -0.0330 -2.2241 5.6224 0.17
C 0.2036 -1.1276 6.4545 -0.18
C 0.2309 -1.0133 7.8370 0.00
C 0.3550 0.2861 8.3682 -0.06
C 0.4330 1.4105 7.5260 -0.06
C 0.4066 1.2742 6.1298 0.00
C 0.2890 -0.0147 5.6103 -0.21
N 0.1174 -0.4497 4.2895 0.02
C -0.0849 -1.7997 4.3329 -0.26
C -0.3824 -2.6746 3.2100 -0.31
C -0.6019 -4.0406 3.2695 -0.31
S -1.0179 -4.6846 1.7179 1.08
C -0.8822 -3.0947 1.0337 -0.41
N -0.5251 -2.1423 1.9098 -0.11
H -0.1500 -3.1881 5.9265 0.17
H 0.1581 -1.9065 8.4583 0.12
H 0.3877 0.4317 9.4471 0.11
H 0.5144 2.4040 7.9704 0.11
H 0.4599 2.1122 5.4398 0.08
H -0.5265 -4.6252 4.1744 0.08
H -1.1189 -2.9120 -0.0103 0.05

---

# 8
19
Properties=species:S:1:pos:R:3:lowdin_charge:R:1 method="wB97M-V/def2-TZVPD" e_lumo_ha=-0.2626 charge=+1
C -0.8577 -1.1325 2.1992 -0.34
Nb -1.6374 0.1299 0.6245 0.96
C 0.0220 -1.0189 -0.6994 -0.42
P 1.2533 0.0304 -1.1725 0.39
O 2.2616 -0.0925 -2.3093 -0.35
O 0.5968 1.4911 -1.7095 -0.35
O 2.0832 0.5977 0.1106 -0.20
H -0.7621 -0.5361 3.1150 0.00
H -1.6060 -1.9347 2.3069 0.01
H 0.1036 -1.6236 2.0161 -0.03
H -0.5368 1.6202 0.8282 -0.12
H -1.6906 0.8697 -1.0766 -0.11
H -3.0941 -0.7554 -0.0093 -0.12
H -2.8114 1.1650 1.5081 -0.14
H -0.4842 -1.4513 -1.5674 0.04
H 0.4886 -1.8169 -0.1092 0.03
H 1.3608 1.5622 -2.2621 -0.16
H 2.8383 0.0283 0.3047 0.10
Ca 2.4720 2.8675 -2.0980 1.81

---

Number 1: E_tot -1380.7963 Ha. Number 2: E_tot -3441.8708 Ha. Number 3: E_tot -552.9171 Ha. Number 4: E_tot -309.7813 Ha. Number 5: E_tot -3495.2469 Ha. Number 6: E_tot -861.8276 Ha. Number 7: E_tot -2645.0272 Ha. Number 8: E_tot -1383.9258 Ha.